{"formula": "C5H13NS3", "method": "ωB97M-V/def2-TZVPD", "lumo_ev": 0.7, "homo_energy_ha": -0.319, "smiles": "C1SCSCS1.CCN", "energy_ev": -39391.375, "elements": ["S", "S", "S", "N", "C", "C", "C", "C", "C", "H", "H", "H", "H", "H", "H", "H", "H", "H", "H", "H", "H", "H"], "coordinates": [[-0.04640, 2.73439, 0.63399], [-0.03207, 0.49241, 2.72490], [-1.69203, 3.02488, 3.20422], [0.67537, -3.55082, -1.99050], [0.10541, -2.13045, -3.89659], [-0.55498, 1.78897, 3.86775], [-0.43661, -2.93478, -2.72533], [0.90688, 1.53092, 1.58453], [-0.56770, 3.78059, 2.01032], [1.71804, 2.04747, 2.13285], [-1.17538, -3.67037, -3.09760], [0.31987, -4.09834, -1.19898], [-0.96021, -2.25769, -2.02331], [0.33479, 2.29164, 4.29327], [0.80870, -1.36239, -3.53314], [-1.10694, 4.64021, 1.56791], [0.63899, -2.79124, -4.60033], [0.32275, 4.17616, 2.53575], [-0.71445, -1.62887, -4.43775], [1.37789, 0.84927, 0.85040], [1.16359, -4.21608, -2.60022], [-1.08551, 1.28411, 4.69786]]}

---

{"formula": "C5H13O2", "method": "ωB97M-V/def2-TZVPD", "lumo_ev": 3.9, "homo_energy_ha": -0.112, "total_charge": -1, "energy_ev": -9491.285, "elements": ["O", "O", "C", "C", "C", "C", "C", "H", "H", "H", "H", "H", "H", "H", "H", "H", "H", "H", "H", "H"], "coordinates": [[2.16438, 0.58806, 0.63761], [2.69996, -1.97296, 0.47282], [-2.20771, -0.20649, 0.47803], [-0.43061, -0.73054, -1.22000], [-0.69521, -0.17769, 0.16347], [1.33661, 1.40259, -0.03764], [-0.15603, 1.24293, 0.37021], [0.64029, -0.80082, -1.41661], [1.85412, -2.41671, 0.62451], [-2.70314, 0.44349, -0.26145], [-0.82796, -1.73334, -1.35622], [-0.82896, -0.08698, -2.00743], [-0.77568, 1.98138, -0.17095], [1.54526, 2.47289, 0.16048], [-0.26484, 1.45545, 1.43897], [-0.17155, -0.77243, 0.91782], [-2.63381, -1.20388, 0.34765], [-2.38038, 0.24144, 1.44850], [2.48705, -0.99165, 0.55531], [1.34821, 1.26525, -1.14508]]}

---

{"formula": "C5H13O2", "method": "ωB97M-V/def2-TZVPD", "lumo_ev": 3.8, "homo_energy_ha": -0.114, "total_charge": -1, "energy_ev": -9489.023, "elements": ["O", "O", "C", "C", "C", "C", "C", "H", "H", "H", "H", "H", "H", "H", "H", "H", "H", "H", "H", "H"], "coordinates": [[1.10056, 0.95022, 2.09814], [3.69424, 1.42144, 0.97938], [-1.81409, -0.16079, -0.33227], [0.21000, -1.45325, -1.74951], [-1.04471, -0.19499, 1.01718], [-0.14803, 1.00877, 1.54836], [-0.72649, -0.18489, -1.41519], [2.64943, 1.50942, 1.43910], [3.68409, 0.52610, 0.79359], [-1.06503, 0.16607, -2.39565], [-0.56927, -1.24699, 1.13866], [-2.55194, -1.00181, -0.40781], [-0.06231, 1.53482, 0.51279], [-0.05100, -2.49805, -1.38148], [0.10686, 0.56327, -1.20675], [-1.78751, -0.42564, 1.82909], [-2.43591, 0.69763, -0.65258], [1.23807, -1.19976, -1.24673], [0.42937, -1.62999, -2.74997], [-0.85635, 1.61842, 2.18167]]}

---

{"formula": "C5H13O3", "method": "ωB97M-V/def2-TZVPD", "lumo_ev": [0.6, -3.7], "s_squared": 0.76, "multiplicity": 2, "homo_energy_ha": [-0.370, -0.369], "energy_ev": -11533.315, "elements": ["O", "O", "O", "C", "C", "C", "C", "C", "H", "H", "H", "H", "H", "H", "H", "H", "H", "H", "H", "H", "H"], "coordinates": [[-4.76731, 0.66954, -2.75822], [-0.50744, 0.09739, -0.56147], [-2.39155, 0.15500, -1.95032], [0.47995, -0.68975, -0.99016], [1.92717, 0.49671, 0.88409], [1.07793, 0.45689, 2.14849], [1.38934, 0.48173, 3.42948], [1.66207, -0.83532, 0.16616], [-1.40024, -0.17978, -1.28390], [1.05341, -0.38001, -1.88242], [0.42318, -1.81476, -1.14577], [-4.56248, -0.09169, -3.30980], [-4.02472, 0.59354, -2.11603], [-1.82256, 0.70383, -2.51110], [0.03992, 0.57887, 1.89875], [0.64174, 0.38610, 4.23702], [2.99508, 0.47406, 1.16959], [2.53997, -1.10369, -0.38215], [2.31988, 0.28006, 3.93068], [1.26463, -1.58614, 0.82925], [1.66204, 1.30743, 0.19782]]}

---

Listing max |F| for the structures above in their given order: 0.63; 1.24; 5.07; 4.42 eV/Å.
Listing relative energy (zero: lowest compared OMol25 entry of this formula, charge and spin) for the structures above in their given order: 0.00; 4.11; 222.44; 207.86 kJ/mol.